# 1
Below is the molecule C25H31NO11, with properties calculated with ωB97M-V/def2-TZVPD.

## Properties
HOMO-LUMO gap = 9.9 eV
structure (SMILES) = COC(=O)[C@H](Cc1ccccc1)NC(=O)[C@]1(OC(C)=O)C[C@H](OC(C)=O)[C@H](OC(C)=O)[C@@H](OC(C)=O)C1
F_max = 0.018 Eh/bohr
HOMO energy = -9.32 eV
energy = -50443.8083 eV

Geometry as XYZ:
```
68
Properties=species:S:1:pos:R:3:forces:R:3:nbo_charge:R:1
C 4.880 3.197 1.923 0.4 0.2 0.1 -0.2604
O 4.141 2.090 1.422 -0.3 0.1 0.0 -0.5017
C 4.857 1.032 1.039 -0.1 -0.2 0.0 0.7958
O 6.056 0.979 1.076 0.1 0.0 0.0 -0.5955
C 3.968 -0.099 0.531 0.1 0.0 0.1 -0.1544
C 4.423 -0.521 -0.879 0.0 -0.1 0.3 -0.4373
C 3.530 -1.617 -1.388 0.1 0.1 -0.1 0.0758
C 2.500 -1.332 -2.274 0.1 -0.1 0.0 -0.2561
C 1.638 -2.330 -2.695 -0.1 0.0 -0.1 -0.2007
C 1.795 -3.624 -2.230 -0.1 -0.1 0.0 -0.2245
C 2.822 -3.917 -1.348 0.0 -0.1 0.1 -0.2027
C 3.683 -2.919 -0.929 0.0 0.0 0.0 -0.2293
N 2.575 0.268 0.520 0.5 0.1 -0.3 -0.6230
C 1.687 -0.289 1.348 -0.4 0.4 -0.1 0.6746
O 1.966 -1.119 2.188 0.1 -0.3 0.3 -0.6281
C 0.218 0.160 1.117 0.1 -0.9 0.1 0.1892
O 0.064 1.595 1.046 0.0 0.0 0.3 -0.5327
C 0.354 2.347 -0.014 0.1 0.6 -0.3 0.8514
C -0.297 3.694 0.119 0.1 -0.1 -0.1 -0.7200
O 1.052 2.016 -0.943 0.0 0.0 0.0 -0.6315
C -0.306 -0.532 -0.145 -0.1 0.5 -0.2 -0.4693
C -1.732 -0.087 -0.476 -0.3 -0.5 0.4 0.0635
O -1.671 1.035 -1.357 0.3 0.2 0.1 -0.5309
C -2.624 1.158 -2.294 -0.1 0.2 -0.3 0.8268
C -2.471 2.458 -3.026 0.0 -0.1 0.0 -0.7222
O -3.477 0.335 -2.493 -0.1 -0.1 0.0 -0.6137
C -2.513 0.314 0.788 0.5 0.0 0.0 0.0336
O -3.908 0.171 0.557 -0.1 -0.4 0.1 -0.5072
C -4.567 1.246 0.102 -0.3 0.1 0.0 0.8271
C -5.987 0.899 -0.219 0.1 0.1 0.0 -0.7192
O -4.056 2.329 -0.037 0.0 0.2 0.0 -0.6286
C -2.085 -0.558 1.968 -0.4 0.8 0.2 0.0686
O -2.230 -1.933 1.613 0.3 -0.1 -0.3 -0.5312
C -3.329 -2.574 2.048 -0.2 -0.4 0.1 0.8099
C -3.366 -3.974 1.502 0.0 0.1 0.1 -0.7157
O -4.153 -2.084 2.770 -0.1 0.0 0.0 -0.5891
C -0.629 -0.263 2.328 0.0 -0.1 -0.3 -0.4388
H 5.610 3.530 1.183 -0.1 0.0 0.1 0.1960
H 4.154 3.979 2.126 0.0 0.0 0.0 0.1950
H 5.408 2.916 2.836 0.0 0.0 -0.1 0.1953
H 4.071 -0.943 1.226 0.1 0.2 -0.1 0.2619
H 4.370 0.345 -1.542 0.1 0.0 0.0 0.2115
H 5.461 -0.850 -0.817 0.0 0.1 0.0 0.2412
H 2.373 -0.323 -2.641 0.0 0.1 0.0 0.2154
H 0.840 -2.096 -3.385 -0.1 0.0 -0.1 0.2129
H 1.122 -4.403 -2.557 -0.1 -0.1 0.0 0.2135
H 2.952 -4.926 -0.985 0.0 -0.1 0.0 0.2143
H 4.482 -3.150 -0.240 0.1 0.0 0.1 0.2111
H 2.266 0.925 -0.193 -0.2 -0.1 0.2 0.4363
H -0.203 4.055 1.138 0.0 0.0 0.1 0.2390
H -1.357 3.582 -0.106 -0.1 0.0 0.0 0.2596
H 0.148 4.393 -0.582 0.0 0.0 0.0 0.2344
H -0.286 -1.606 0.036 0.0 0.0 0.0 0.2549
H 0.331 -0.311 -1.003 -0.1 -0.1 0.1 0.2598
H -2.280 -0.891 -0.984 0.1 0.2 0.2 0.2364
H -3.038 3.208 -2.476 0.0 0.0 0.0 0.2557
H -2.882 2.371 -4.028 0.0 0.0 0.0 0.2373
H -1.426 2.752 -3.053 0.1 0.1 0.0 0.2358
H -2.308 1.366 1.024 0.0 -0.3 0.0 0.2357
H -6.350 0.143 0.470 -0.1 0.0 0.0 0.2405
H -6.607 1.790 -0.190 0.0 0.0 0.0 0.2344
H -5.999 0.487 -1.228 0.0 0.0 0.0 0.2579
H -2.750 -0.366 2.819 0.2 0.0 -0.2 0.2379
H -2.358 -4.367 1.411 0.0 -0.1 0.0 0.2348
H -3.972 -4.603 2.146 0.0 0.0 0.0 0.2381
H -3.819 -3.944 0.512 0.0 0.0 -0.1 0.2425
H -0.587 0.538 3.065 0.0 0.0 0.0 0.2349
H -0.175 -1.156 2.762 -0.1 0.1 0.0 0.2733
```
Forces are in eV/Å.

---

# 2
Below is a cluster of 2 separate species, C5H14NO2 in total at a distorted geometry, with properties calculated with ωB97M-V/def2-TZVPD.

## Properties
HOMO-LUMO gap = 6.7 eV
F_max = 0.069 Eh/bohr
HOMO energy = -3.07 eV
net charge = -1
energy = -10996.6516 eV

Geometry as XYZ:
```
22
Properties=species:S:1:pos:R:3:forces:R:3:nbo_charge:R:1
C 0.734 -0.263 0.930 -1.2 0.9 -2.4 -0.2055
C -0.599 -0.901 0.335 0.8 -1.0 3.3 -0.2157
C -1.626 -0.782 1.562 0.8 0.1 -2.1 -0.6269
C -0.393 -2.391 0.004 -1.0 0.9 -0.2 -0.6138
N 1.646 -0.035 -0.186 0.1 -0.7 -0.7 -0.7100
C 1.217 0.823 -1.397 -0.4 0.1 0.5 0.1419
O 1.449 2.110 -1.191 0.6 0.8 0.0 -0.9519
H 0.335 0.684 1.338 0.6 0.0 0.4 0.1475
H 1.274 -0.850 1.689 -0.6 0.0 0.0 0.1719
H -0.824 -0.386 -0.570 -0.6 0.7 -0.1 0.2176
H -1.449 0.179 2.035 -0.5 0.3 -0.1 0.2016
H -1.212 -1.504 2.284 -1.0 -0.2 -0.2 0.1971
H -2.685 -0.863 1.182 1.0 -0.4 1.0 0.2012
H -1.338 -2.946 0.107 0.4 -0.1 0.3 0.1834
H -0.104 -2.502 -1.017 0.4 -0.1 -0.8 0.2100
H 0.410 -2.737 0.616 0.3 -0.8 0.5 0.1999
H 2.496 0.404 0.154 -0.1 0.1 -0.2 0.3507
H 1.707 0.349 -2.284 0.5 0.1 0.3 0.0774
H 0.141 0.684 -1.663 0.0 -0.5 0.5 0.0852
H 0.309 3.296 -1.405 0.2 -0.7 -0.6 0.5181
H -0.971 3.829 -0.836 -0.2 0.1 -0.1 0.4355
O -0.517 3.800 -1.684 0.0 0.2 0.6 -1.0155
```
Forces are in eV/Å.

---

# 3
Below is a structure of composition C28H47Cl3N2O3PPbSi at a distorted geometry, with properties calculated with ωB97M-V/def2-TZVPD.

## Properties
HOMO-LUMO gap = 5.9 eV
F_max = 0.071 Eh/bohr
HOMO energy = -3.74 eV
net charge = -1
energy = -98906.4742 eV

Geometry as XYZ:
```
86
Properties=species:S:1:pos:R:3:forces:R:3:mulliken_charge:R:1
C 5.503 -1.483 0.696 0.6 0.0 0.1 -1.5814
C 4.751 -0.296 0.208 -0.6 0.2 -0.5 0.5063
H 6.554 -1.248 0.520 0.1 -0.4 0.3 0.5317
H 5.284 -2.413 0.157 -0.2 0.3 0.0 0.0994
H 5.340 -1.661 1.759 0.1 0.0 -0.1 0.2738
C 5.367 0.564 -0.619 -0.6 0.1 0.4 0.5741
C 6.827 0.518 -0.976 0.3 0.1 -0.5 -1.7731
H 4.820 1.398 -1.064 0.1 -0.2 0.4 0.2462
H 7.157 -0.445 -1.397 -0.1 0.3 0.2 0.3941
H 7.474 0.769 -0.119 -0.2 -0.2 -0.2 0.3489
H 7.014 1.284 -1.739 0.1 -0.2 0.1 0.3784
Pb -2.408 -0.364 1.523 0.2 0.0 -0.3 0.9366
Cl -3.105 0.755 3.816 0.2 0.4 0.3 -0.5577
Cl 2.737 -4.258 -2.399 3.0 -1.7 1.3 -0.7144
H -8.304 -1.757 2.623 0.0 -0.1 -0.1 0.3155
H -7.314 -1.591 5.203 0.1 -0.2 -0.1 0.2970
C -7.313 -2.147 2.375 -0.2 -0.2 0.4 -0.9299
C -6.418 -2.032 4.748 0.0 0.1 -0.5 -0.8332
N -6.327 -1.676 3.328 -0.6 -0.3 -0.2 0.1451
H -7.017 -1.805 1.383 -0.1 0.0 0.2 0.2372
C -5.346 -0.912 2.861 0.6 0.4 0.0 0.7058
O -5.212 -0.529 1.684 -0.1 -0.4 0.9 -0.7996
H -5.544 -1.652 5.289 -0.1 0.0 -0.3 0.2524
H -4.631 -0.641 3.661 -0.3 0.0 -0.6 -0.1202
H -7.338 -3.238 2.395 -0.1 0.0 -0.1 0.3260
H -6.443 -3.122 4.855 -0.1 0.2 0.0 0.3051
H 1.510 -3.464 -3.075 -2.5 1.2 -1.1 0.1564
H 2.931 -1.145 -2.522 -0.1 -0.1 -0.4 0.3948
C 0.623 -2.820 -3.503 0.3 -1.1 -0.2 -0.9576
C 2.292 -1.018 -3.412 -0.3 -0.1 0.3 -1.1251
N 0.928 -1.472 -3.134 -1.0 1.4 1.0 0.3348
H -0.325 -3.192 -3.097 0.2 0.5 -0.2 0.2798
C 0.160 -0.757 -2.262 0.3 -0.8 -0.5 0.4438
O -0.860 -1.153 -1.685 0.4 0.4 -0.4 -0.7494
H 2.253 0.031 -3.712 0.2 0.0 -0.1 0.3304
H 0.562 0.260 -2.111 -0.3 -0.2 0.1 0.1476
H 0.689 -2.925 -4.595 -0.4 0.1 0.0 0.3823
H 2.706 -1.635 -4.210 -0.1 0.1 0.0 0.3691
O 2.448 -1.228 0.336 0.9 1.0 -0.4 -0.2274
C 3.301 -0.135 0.718 -0.2 0.0 -0.1 0.1605
C 2.454 1.420 -1.079 0.1 0.1 -0.1 0.4200
C 2.734 1.198 0.271 -0.5 0.1 -0.1 0.4486
H 2.430 0.558 -1.748 0.4 0.6 0.4 -0.2616
C 2.262 2.716 -1.565 -0.2 -0.2 0.2 -0.5811
H 3.348 -0.066 1.819 0.1 -0.3 -0.1 0.4988
C 2.600 2.249 1.184 0.5 -0.1 -0.5 -0.8536
H 2.123 2.875 -2.649 0.0 0.0 0.7 0.4568
C 2.288 3.786 -0.661 0.3 0.1 -0.1 -0.7262
C 2.452 3.561 0.713 -0.1 -0.4 -0.1 -0.6610
H 2.673 1.993 2.244 0.1 0.4 -0.3 0.3441
H 2.222 4.805 -1.053 -0.1 -0.3 0.2 0.3299
H 2.508 4.391 1.422 -0.3 -0.2 -0.3 0.3663
Si 2.070 -2.629 1.091 -2.6 -0.2 1.7 0.6685
Cl -0.509 1.122 2.123 1.8 -1.7 1.3 -0.5405
C 0.678 -3.470 0.196 0.9 -0.7 -1.3 -0.7594
C 0.921 -2.469 2.635 0.7 0.6 0.4 -1.0458
C 3.499 -3.519 1.884 0.5 -1.2 0.3 -1.2687
H -0.067 -2.728 -0.123 0.3 -0.1 0.0 0.0473
H 0.175 -4.220 0.814 0.3 0.1 0.1 0.4731
H 1.118 -3.966 -0.667 -0.6 -0.1 -0.4 0.1379
H 4.194 -3.981 1.147 -0.2 0.5 0.7 0.3117
H 3.081 -4.357 2.503 0.2 0.6 -0.7 0.4029
H 4.006 -2.877 2.644 -0.2 -0.4 -0.8 0.3850
H 0.982 -1.518 3.159 0.0 0.1 0.4 0.2597
H 1.289 -3.286 3.271 -0.3 0.3 0.3 0.2936
H -0.138 -2.672 2.429 0.3 0.2 -0.2 0.1027
C -1.128 3.411 0.627 0.6 -0.1 0.5 -1.0419
P -2.435 2.205 0.176 0.6 0.3 -0.2 1.1355
C -3.879 2.850 1.058 -0.7 0.3 0.0 -1.4485
C -2.729 2.586 -1.578 -0.5 -0.3 -0.3 0.6222
C -1.736 3.011 -2.479 -0.6 0.0 0.2 0.0931
C -2.086 3.290 -3.799 -0.2 -0.1 0.0 -0.6748
C -3.406 3.121 -4.234 0.0 -0.1 0.2 -0.4553
C -4.376 2.623 -3.357 0.2 0.0 0.1 -0.5900
C -4.032 2.334 -2.037 0.2 0.3 -0.2 -0.8005
H -0.463 3.661 -0.203 -0.4 0.2 0.1 0.1578
H -1.552 4.286 1.130 0.0 0.0 -0.5 0.4931
H -0.483 2.891 1.377 -0.6 1.1 -0.9 0.2042
H -4.445 3.526 0.411 0.0 0.1 0.2 0.4729
H -4.531 2.036 1.383 0.0 0.1 -0.1 0.3289
H -3.542 3.375 1.953 0.0 -0.1 -0.1 0.3719
H -0.707 3.135 -2.142 -0.2 0.0 -0.1 -0.0495
H -1.323 3.640 -4.497 -0.2 -0.1 0.2 0.3917
H -3.680 3.357 -5.261 0.1 -0.1 0.2 0.3432
H -5.401 2.458 -3.689 0.3 0.0 0.0 0.3679
H -4.782 1.929 -1.346 0.3 0.2 -0.3 0.3249
```
Forces are in eV/Å.

---

# 4
Below is a cluster of 3 separate species, C5H7NO in total at a distorted geometry, with properties calculated with ωB97M-V/def2-TZVPD.

## Properties
HOMO-LUMO gap = 9.9 eV
F_max = 0.024 Eh/bohr
HOMO energy = -9.74 eV
energy = -8831.2010 eV

Geometry as XYZ:
```
14
Properties=species:S:1:pos:R:3:forces:R:3:nbo_charge:R:1
N 0.377 0.595 -2.469 1.0 0.6 0.2 -0.7410
C 1.371 1.178 -2.251 -1.0 -0.6 -0.3 0.2549
O -1.875 -0.929 -1.772 -0.1 0.1 0.5 -0.5349
C -2.086 -0.607 -0.623 0.0 -0.1 -0.4 0.2974
C 0.217 -0.454 1.752 0.2 0.2 -0.1 -0.2179
C 0.698 -1.670 1.013 0.0 -0.4 -0.1 -0.4369
C 1.126 -0.239 0.857 -0.2 0.1 0.2 -0.1634
H -0.483 0.056 -2.522 0.0 0.0 0.1 0.4598
H -2.688 -1.246 0.046 0.0 0.1 -0.1 0.1280
H -1.681 0.323 -0.189 0.0 -0.1 -0.1 0.1361
H -0.432 -0.082 2.531 0.1 0.0 -0.1 0.2245
H 0.071 -2.136 0.245 0.1 0.1 0.1 0.1687
H 1.360 -2.384 1.511 -0.1 0.1 -0.1 0.1825
H 1.775 0.433 0.316 -0.1 -0.1 0.1 0.2422
```
Forces are in eV/Å.